(1)
C37H48BF9NO7PS | wB97M-V/def2-TZVPD

The geometry in XYZ format:
```
105
Properties=species:S:1:pos:R:3:mulliken_charge:R:1
S 1.6145 -2.0605 -2.8065 -0.50
P -3.3241 0.3594 -2.8628 1.26
F 4.2083 4.0523 0.1990 -0.25
F 6.4555 4.8830 -2.3542 -0.32
F 7.2838 4.4847 0.1855 -0.24
F 5.8718 5.3073 1.6266 -0.25
F 4.3703 4.3978 -2.7648 -0.32
F 6.8992 2.4997 -2.5279 -0.38
F 6.6066 6.5491 -0.0083 -0.24
F 5.9844 2.2959 -0.5586 -0.29
F 4.3055 5.9733 -0.8231 -0.31
O -3.9572 1.6345 -3.2055 -0.74
O -1.7297 -2.9680 -2.1402 -0.83
O -3.9775 -0.3516 -1.6024 -0.51
O -6.4273 0.6891 3.7590 -0.40
O -7.0386 -2.3529 5.0121 -0.51
O -3.5350 -0.7835 -3.9662 -0.48
O 2.2419 -6.5133 -0.0667 -0.55
N 2.6263 0.5331 -2.0479 0.37
C -1.4286 -2.6688 -4.6602 -0.33
C -3.2240 0.6712 2.3881 -1.21
C 5.0116 4.8557 -0.5333 0.57
C 7.7476 -1.3139 2.4358 -1.46
C -0.9471 1.6395 -2.1884 -0.17
C 6.2382 5.3099 0.3345 0.67
C 2.6510 -4.2696 -0.9101 -0.54
C 0.5940 -0.6358 -2.5718 0.44
C -0.7761 -0.7099 -2.7731 0.17
C 4.3596 -1.2807 0.7241 -0.62
C 3.0756 -0.4897 -1.1625 -0.11
C 1.2216 0.5495 -2.2077 -0.51
C -6.3642 1.5624 4.8915 -0.24
C -3.3805 1.7479 1.3406 0.27
C -6.2144 -2.9453 2.7936 -0.76
C -7.3481 -3.0309 3.7993 -0.28
C 5.2771 -0.9687 1.8808 -0.48
C 6.4098 -1.9782 2.1002 -0.45
C 4.7040 1.7434 -2.4843 -0.98
C 3.9483 -2.5761 0.4479 -0.58
C 3.9080 -0.2437 -0.0814 -0.50
C -2.6103 -3.6431 -4.8834 -1.25
C -1.5537 0.4428 -2.5960 0.17
C -2.4960 1.8428 0.2723 0.32
C 5.7282 2.6528 -1.8524 0.88
C 3.2766 1.8263 -1.9151 -2.01
C 0.4270 1.6724 -2.0139 -0.63
C -7.3561 1.1271 5.9479 -1.15
C 5.3870 4.1894 -1.8935 0.65
C -1.7041 2.9084 -1.8925 -1.81
C 2.6732 -1.8011 -1.4131 0.50
C 3.0951 -2.8601 -0.6121 0.49
C -2.6531 2.8031 -0.7185 0.42
C -3.7190 3.6924 -0.6204 -0.68
C -4.6061 3.6093 0.4367 -0.93
C 2.7481 -5.2298 0.2646 -0.59
C -4.4396 2.6406 1.4182 -0.17
B -1.3438 -2.1477 -3.1831 0.66
H -0.9845 3.6921 -1.6538 0.57
H -3.8744 4.4298 -1.3962 0.42
H 7.6285 -0.4505 3.0878 0.36
H -7.1406 0.0988 6.2396 0.31
H -4.1921 0.1826 2.4819 0.06
H 1.6123 -4.2252 -1.2484 0.42
H -5.3440 1.4998 5.2666 0.24
H -1.4706 -1.8198 -5.3410 0.40
H -5.4407 4.2960 0.4691 0.39
H -3.3478 -3.5717 -4.0884 0.26
H -5.1621 2.5807 2.2216 0.36
H 5.0768 0.7223 -2.4575 0.47
H -6.5487 2.5947 4.5774 0.34
H 6.5474 -2.5704 1.1947 0.38
H -2.2529 -4.6685 -4.9166 0.33
H 4.2322 0.7574 0.1569 0.68
H -2.9727 1.1316 3.3419 0.32
H -7.3204 1.7513 6.8409 0.38
H -3.0886 -0.5522 -4.7902 0.32
H 4.6834 -0.8422 2.7874 0.38
H 2.7290 2.5531 -2.5031 0.95
H -6.0110 -1.9041 2.5330 0.11
H 5.7294 0.0021 1.6690 0.26
H -3.1225 -3.4162 -5.8156 0.33
H 4.3246 -3.3671 1.0812 0.43
H 1.4807 -6.3985 -0.6426 0.33
H -6.4585 -3.4883 1.8790 0.35
H -8.3746 1.1574 5.5537 0.31
H -0.4909 -3.2070 -4.8267 0.44
H 4.6554 2.0252 -3.5354 0.35
H -3.4004 -1.0011 -1.1814 0.39
H 3.7962 -5.3836 0.5168 0.25
H -7.3200 0.7358 3.4004 0.26
H -2.4648 -0.0377 2.0696 0.35
H -5.3019 -3.3654 3.2180 0.27
H 3.2776 2.1942 -0.8879 0.81
H 8.3859 -2.0226 2.9645 0.40
H -8.2678 -2.6186 3.3680 0.25
H 8.2900 -1.0343 1.5345 0.33
H -7.5422 -4.0671 4.0736 0.29
H 2.2393 -4.8239 1.1432 0.35
H -1.0633 -3.0099 -1.4467 0.33
H -1.6779 1.1346 0.2077 0.43
H 6.1694 -2.6919 2.8881 0.33
H 3.2542 -4.6869 -1.7193 0.24
H 0.8710 2.5983 -1.6796 0.47
H -2.2720 3.1935 -2.7753 0.49
H -6.8707 -1.4300 4.7832 0.25
```

Structure (SMILES): CCCc1cc(CCO)c2c(c1)N(CCC(F)(F)C(F)(F)C(F)(F)C(F)(F)F)c1cc(Cc3cccc(C)c3)c(P(=O)(O)O)c(B(O)CC)c1S2.CCO.CCO
Energy: -3683.5139 Eh
Maximum force: 0.82 eV/Å
Charge: 0
Kohn-Sham gap: 8.40 eV

(2)
C37H48Br2N2O6SeZr | wB97M-V/def2-TZVPD

The geometry in XYZ format:
```
97
Properties=species:S:1:pos:R:3:mulliken_charge:R:1
Zr -1.1738 0.8422 0.7458 -0.46
Br -2.6208 1.1316 -1.7613 -0.07
Br -4.2822 3.3435 0.3569 -0.13
Se -2.9353 -0.1177 2.3898 0.68
O -1.5411 6.9826 2.6898 -0.55
O -2.4478 1.5082 2.3368 -0.60
O -3.8940 -0.5783 3.5883 -0.81
O -1.3574 -0.7157 2.3141 -0.50
O -0.6751 -0.5975 -0.4809 1.39
O -3.3565 -0.2782 0.8027 -0.40
N 0.7995 1.4338 1.1591 0.44
N -1.5174 3.4721 0.4898 -0.07
C -3.0572 -1.3371 -3.1258 -0.48
C 2.7010 2.3142 2.5196 -1.27
C 1.1824 1.7841 4.9449 0.31
C 3.8367 0.8243 4.1782 -1.25
C 3.3420 0.5539 -1.4877 0.28
C 0.3029 -4.8168 -1.4470 -2.53
C 1.9401 -0.0914 2.8208 -1.41
C 1.6295 0.3546 5.2641 -1.40
C -1.7743 -3.2923 -2.6670 -0.21
C 4.7158 -0.0524 -1.6184 -2.00
C -2.6333 4.0757 0.9031 0.08
C 3.3845 2.2615 3.8902 0.26
C 0.8653 1.7215 -1.2206 -0.14
C -1.4859 5.8582 1.9505 0.90
C 1.3677 1.5013 -2.4961 0.27
C -2.3163 -0.7138 -2.1430 0.84
C 1.5077 1.3422 2.4649 1.62
C -1.0187 -2.6686 -1.6795 -1.02
C -0.3737 4.1372 0.7623 -0.27
C 1.4288 -2.6272 -1.1629 -1.31
C -2.5945 -3.7222 -5.6486 -1.57
C 2.3961 2.7138 4.9668 -1.40
C -1.3244 -1.3335 -1.4005 0.11
C 0.1128 -3.3873 -0.9399 2.61
C 0.5627 1.8727 -3.7128 -1.70
C 1.5241 1.2957 -0.0555 1.93
C -2.6854 5.2390 1.6368 -0.74
C -4.7562 -2.6783 -4.9937 -2.10
C 0.5301 1.8032 3.5579 -1.30
C -2.7948 -2.6735 -3.3945 -0.02
C 2.6216 -0.1104 4.1946 0.21
C -4.0387 -4.7927 -3.9109 -1.64
C -3.5453 -3.4540 -4.4748 1.85
C 2.7958 0.7364 -0.2244 -1.12
C 2.6199 0.9195 -2.6192 -1.04
C -0.3023 5.3118 1.4723 -0.67
C -0.2026 -3.4598 0.5600 -1.70
H -3.1052 -4.2899 -6.4306 0.45
H -4.6341 -5.3150 -4.6632 0.46
H 1.2078 2.0426 -4.5745 0.49
H -1.0844 -4.0803 0.7375 0.36
H 0.6577 5.7783 1.6530 0.36
H -4.4632 -1.7621 -5.5112 0.36
H 2.3248 3.3262 2.3253 0.12
H 0.6411 -3.9138 1.0876 0.43
H -2.2380 -2.7853 -6.0818 0.34
H -3.2133 -5.4493 -3.6328 0.33
H 1.6401 -2.5169 -2.2300 0.32
H 0.7630 -0.3125 5.2830 0.54
H 4.9083 -0.3775 -2.6404 0.44
H 3.4333 2.0977 1.7425 0.66
H -0.0290 2.7731 -3.5437 0.32
H 2.9475 -1.1308 4.4103 0.29
H 0.1709 2.8105 3.3187 0.22
H 5.4900 0.6688 -1.3474 0.36
H -1.5540 -4.3261 -2.8914 0.44
H -0.3905 -2.4813 0.9953 0.14
H -0.5886 -5.4291 -1.2945 0.46
H 1.1185 -5.2775 -0.8865 0.44
H -0.0880 2.2372 -1.1408 0.16
H 1.4082 -1.6327 -0.7195 -0.19
H 2.0840 3.7464 4.7757 0.50
H -1.7237 -4.2963 -5.3261 0.31
H -4.6610 -4.6412 -3.0267 0.36
H 4.2535 2.9245 3.8809 0.28
H -3.8256 -0.7861 -3.6477 0.46
H 4.5524 0.4966 3.4164 0.50
H 3.3714 0.4000 0.6211 0.58
H -5.4422 -2.4120 -4.1865 0.43
H 2.8703 2.6954 5.9532 0.52
H 2.0952 0.3187 6.2539 0.51
H 0.4458 2.1174 5.6798 0.36
H 3.0430 0.7570 -3.6047 0.34
H 0.5697 -4.8501 -2.5063 0.43
H 0.5319 3.6898 0.3858 0.24
H -3.6273 5.6636 1.9471 0.48
H 4.8278 -0.9154 -0.9602 0.37
H -5.3035 -3.2945 -5.7092 0.44
H -0.1327 1.0695 -3.9699 0.22
H 2.2524 -3.1866 -0.7099 0.53
H 4.3525 0.7844 5.1426 0.50
H 2.6179 -0.5049 2.0762 0.40
H 1.0524 -0.7307 2.8325 0.27
H -0.6503 7.3224 2.8395 0.31
H -0.3390 1.1416 3.5826 0.43
```

Energy: -9596.2982 Eh
Relative energy (zero: lowest compared OMol25 entry of this formula, charge and spin): 53.6 kJ/mol
Maximum force: 1.96 eV/Å
Charge: 0
Kohn-Sham gap: 8.01 eV

Which value of Kohn-Sham gap does entry 2 give? 8.01 eV